The following is a quantum chemistry calculation of a 11-piece molecular cluster, C66H110N6O32 overall, from the Open Molecules 2025 dataset.

Structure (XYZ):
```
214
Properties=species:S:1:pos:R:3
C -4.6159 -3.1873 3.3890
O -4.9309 -2.3042 2.2609
C -3.9095 -2.4282 1.2032
C -4.0040 -1.3498 0.0913
N -3.9968 -0.0281 0.7130
C -5.1615 0.8357 0.5557
C -6.4256 0.3817 1.2363
O -6.1741 0.7830 2.5713
C -6.9605 0.2175 3.6266
H -3.5472 -3.0288 3.6302
H -4.9391 -4.2125 3.2519
H -5.1891 -2.7814 4.2785
H -3.8870 -3.4856 0.7887
H -2.9708 -2.3144 1.7130
H -4.9369 -1.5362 -0.4155
H -3.1223 -1.4058 -0.5045
H -3.6691 -0.0479 1.6850
H -5.5199 0.9947 -0.4526
H -4.9829 1.8395 0.8844
H -6.6445 -0.6870 1.2581
H -7.1991 0.9278 0.7396
H -6.8232 -0.8605 3.8229
H -8.0285 0.4008 3.4704
H -6.7049 0.6597 4.5612
C 9.5617 1.0198 3.6972
O 8.3134 0.8809 3.0669
C 7.2772 1.6661 3.6745
C 5.9994 1.1970 3.0050
N 5.4785 -0.0513 3.4492
C 4.1167 -0.1182 3.0252
C 3.4973 -1.5249 3.1445
O 4.3185 -2.3325 2.4011
C 4.0357 -3.6887 2.5731
H 9.9794 1.9927 3.4324
H 10.1632 0.2691 3.1550
H 9.5868 0.8030 4.8042
H 7.4707 2.7166 3.6664
H 7.2817 1.3368 4.7295
H 6.2718 1.0958 1.8759
H 5.1983 2.0250 3.0244
H 6.0006 -0.8380 3.1434
H 3.9961 0.1637 1.9394
H 3.5158 0.5655 3.6759
H 2.5111 -1.4436 2.7194
H 3.4545 -1.8653 4.1806
H 4.0405 -3.9232 3.6602
H 4.7625 -4.2454 2.0468
H 3.0541 -3.9315 2.1092
C 4.2356 0.8797 -1.9771
O 3.6054 1.3400 -0.7523
C 3.8947 2.7268 -0.6234
C 3.4374 3.2537 0.7292
N 2.0354 3.0831 0.9079
C 1.6063 3.5802 2.2882
C 1.1506 5.0432 2.3709
O 0.3733 5.4605 1.2708
C -0.7277 6.2651 1.6886
H 3.7859 1.3648 -2.7946
H 4.0765 -0.1927 -2.0085
H 5.3034 1.1164 -1.8464
H 3.4511 3.3247 -1.4252
H 4.9835 2.8312 -0.7094
H 3.6709 4.3185 0.6642
H 3.9289 2.7104 1.4873
H 1.4719 3.5449 0.1709
H 2.4943 3.3849 2.9158
H 0.7703 2.9886 2.6549
H 1.9776 5.8015 2.4329
H 0.6341 5.1080 3.3393
H -1.4874 6.1134 0.9381
H -0.4321 7.3161 1.7072
H -1.1675 6.0400 2.6965
C -1.5239 2.7439 1.3544
O -1.4914 3.3523 2.6223
C -2.6468 3.1693 3.4001
C -3.7250 4.1262 3.1104
N -4.9023 3.7633 3.8893
C -5.8645 4.9024 3.7869
C -7.2630 4.4441 3.9910
O -7.6138 3.8471 2.7685
C -8.8382 3.1013 2.7789
H -0.6104 2.1981 1.1223
H -1.6854 3.4538 0.5485
H -2.2792 1.9849 1.2179
H -2.4109 3.1700 4.4876
H -3.0175 2.1258 3.2717
H -3.9816 4.2025 1.9366
H -3.4702 5.1508 3.3798
H -5.3610 2.9800 3.4141
H -5.8624 5.3855 2.8017
H -5.5468 5.6045 4.5160
H -7.9604 5.2404 4.2933
H -7.3353 3.6988 4.7900
H -9.6979 3.7506 2.6391
H -9.0813 2.6103 3.7597
H -8.8438 2.3855 1.9377
C -3.7107 -1.8130 -8.1009
O -2.2777 -1.5606 -8.0047
C -2.0579 -0.2460 -7.5441
C -2.1167 -0.1360 -6.0762
N -1.1078 -1.0730 -5.4916
C 0.2197 -0.4586 -5.6192
C 1.4399 -1.3179 -5.0193
O 1.4786 -2.5265 -5.6307
C 1.9072 -3.6487 -4.8769
H -4.1006 -1.2977 -8.9630
H -4.2698 -1.4992 -7.2053
H -3.9561 -2.8334 -8.2282
H -2.7352 0.5327 -7.9691
H -1.0446 -0.0751 -7.8879
H -3.1317 -0.4167 -5.7174
H -1.9771 0.9168 -5.7305
H -1.0606 -1.8567 -6.0375
H 0.2431 0.5788 -5.2843
H 0.4822 -0.5133 -6.6909
H 1.2639 -1.3854 -3.8971
H 2.3496 -0.6658 -5.2223
H 1.0733 -3.9757 -4.2155
H 2.8643 -3.4863 -4.3742
H 1.9551 -4.4816 -5.5871
C 3.5755 -2.4297 -0.6686
O 4.7761 -2.4082 -1.4246
C 5.6684 -3.3862 -0.9670
C 6.8895 -3.5368 -1.8790
N 7.9305 -4.2480 -1.1802
C 9.2222 -4.1522 -1.8820
C 10.2214 -5.1606 -1.3830
O 9.7277 -6.4969 -1.4500
C 9.5775 -7.0618 -2.7446
H 3.3990 -3.5284 -0.4457
H 2.7228 -2.1158 -1.2787
H 3.4915 -1.8679 0.3212
H 5.1546 -4.3361 -0.9445
H 6.1749 -3.1984 0.0139
H 7.2833 -2.5573 -2.0033
H 6.5603 -4.0743 -2.8232
H 7.6591 -5.2275 -0.9971
H 9.6943 -3.1443 -1.7325
H 9.1377 -4.2025 -2.9943
H 10.3982 -4.9214 -0.3295
H 11.2488 -5.0418 -1.7656
H 8.9463 -7.9127 -2.5346
H 10.5452 -7.4509 -3.0432
H 9.1262 -6.3902 -3.5033
C 1.5962 5.1270 -3.1317
C 1.8870 5.9194 -4.2016
C 1.1195 5.9735 -5.5658
O 1.4686 6.8125 -6.3773
C 0.0154 4.9472 -5.5935
C -0.1792 4.1271 -4.5271
C 0.5086 4.2183 -3.2164
O 0.1202 3.4412 -2.3515
O -1.0365 3.1141 -4.5181
O 2.8611 6.8071 -4.1602
H 2.1510 5.1811 -2.1776
H -0.4214 4.6774 -6.5628
H -0.7925 2.5054 -3.7202
H 2.8180 7.2238 -5.0212
C -6.9363 1.9934 -3.8285
C -5.6891 2.4423 -3.6545
C -4.3835 1.5984 -3.4555
O -3.3519 2.2352 -3.4007
C -4.5489 0.2211 -3.2703
C -5.8456 -0.2651 -3.3480
C -7.0819 0.5849 -3.6181
O -8.1813 0.0022 -3.6856
O -6.1951 -1.4876 -3.2206
O -5.3550 3.6912 -3.8881
H -7.8540 2.5244 -3.9639
H -3.6872 -0.4413 -3.2314
H -7.1723 -1.5115 -3.3188
H -4.4055 3.7744 -3.6177
C -0.8529 -6.1666 3.5447
C -0.4819 -5.2530 2.6305
C -0.4478 -5.6869 1.1687
O 0.4215 -5.1371 0.4727
C -1.4411 -6.6595 0.7416
C -2.0196 -7.4170 1.7132
C -1.6813 -7.3134 3.1036
O -2.1959 -8.1439 3.8838
O -3.0234 -8.2361 1.4538
O -0.0497 -4.0738 2.9107
H -0.8344 -6.0836 4.6384
H -1.6874 -6.7876 -0.2952
H -3.2045 -8.6789 2.3213
H 0.3243 -3.5325 2.1384
C 0.6485 0.7288 -0.9706
C 0.7501 0.1046 0.2543
C 0.3473 -1.3230 0.3959
O 0.8060 -1.8908 1.3471
C -0.3604 -1.8920 -0.7160
C -0.4454 -1.3243 -1.9294
C -0.0556 0.1618 -2.0687
O -0.3924 0.7877 -3.1008
O -0.8544 -1.9908 -2.9243
O 1.2997 0.6314 1.3177
H 1.0214 1.7358 -1.1132
H -0.4501 -3.0309 -0.6230
H -1.0050 -1.5109 -3.8108
H 1.8452 1.4550 1.1378
C -2.9390 -0.3650 4.4224
C -3.1295 0.1249 5.6329
C -2.0887 0.7957 6.4700
O -2.4427 1.2519 7.5537
C -0.7679 1.0055 5.8744
C -0.5671 0.5521 4.6126
C -1.6297 -0.0819 3.7767
O -1.3095 -0.4885 2.6248
O 0.5904 0.6449 4.0022
O -4.2798 0.1221 6.2314
H -3.6603 -0.8520 3.8061
H 0.0400 1.5296 6.3868
H 0.5095 0.2535 3.0868
H -4.1979 0.7401 7.0356
```

The relative energy (zero: lowest compared OMol25 entry of this formula, charge and spin) is 0.0 kcal/mol. For the strongest force on any atom, the calculation gives 0.0860 hartree/bohr. As for the net charge: 0.

Atom charges from the Mulliken analysis, given in e for atoms 1 to 5: number 1, C, carries -0.7327; number 2, O, carries -0.2537; number 3, C, carries 0.1290; number 4, C, carries 0.3408; number 5, N, carries 1.4197